Molecular formula: C4H4S2
Method: DFT, ωB97M-V/def2-TZVPD

The geometry in XYZ format:
```
10
C4H4S2 ωB97M-V/def2-TZVPD
C 1.318 -0.233 0.079
C -3.004 0.278 -0.367
C 1.743 -0.602 1.236
C 0.656 0.341 -0.936
S -3.713 -1.039 -0.849
S -2.189 1.552 0.038
H 2.389 -1.419 1.413
H 1.790 0.195 2.127
H -0.341 0.038 -1.156
H 1.351 0.888 -1.584
```

lowest unoccupied orbital energy: -0.18 eV
charge: 0